DFT (ωB97M-V with the def2-TZVPD basis set) results for a 14-piece molecular cluster, C5H36NO14 overall.

```
56
Properties=species:S:1:pos:R:3
O -0.0295 2.6300 -2.1304
C -0.9374 3.2942 -1.7168
C -1.1786 3.1423 -0.1972
N -0.6728 1.7737 0.2388
C -0.5893 2.0496 1.7046
C -0.1590 3.5502 1.8349
C -0.3525 4.1840 0.4476
H -1.6057 4.0546 -2.2084
H -2.2550 3.2216 0.1403
H -1.3169 0.9704 0.0656
H 0.2751 1.5037 -0.0758
H -1.6321 2.0044 2.1556
H 0.0616 1.3554 2.2039
H 0.8779 3.6330 2.1790
H -0.8981 3.9548 2.5611
H 0.5686 4.4150 -0.1177
H -0.8606 5.1651 0.5077
H -1.3389 -1.6859 -1.0639
H -2.4221 -0.8412 -1.7295
O -1.5635 -0.7571 -1.3020
H 2.3493 0.2988 -0.9373
H 2.8259 -0.3613 0.2835
O 2.1672 0.2872 0.0245
H -3.9033 0.8905 0.6834
H -4.0302 1.0142 -0.8512
O -3.4802 1.2671 -0.1118
H -1.4562 -0.5401 -4.7751
H -1.2826 -0.4037 -3.1210
O -1.0961 -0.8671 -3.9488
H 1.4270 -4.0095 3.2773
H 1.2865 -2.4524 3.1884
O 1.8944 -3.1972 3.0606
H 2.7184 -0.3412 -3.6489
H 1.3348 -0.7028 -3.1973
O 2.1895 -0.4290 -2.8492
H 2.4053 -2.9255 -0.0056
H 1.6222 -3.2064 1.4487
O 1.6643 -2.7104 0.5918
H -5.3563 -0.6498 0.9660
H -4.1749 -1.3293 1.9236
O -4.5704 -0.5111 1.5124
H -0.5553 -4.0268 -0.8273
H 0.4914 -2.8392 -0.5054
O -0.3270 -3.1010 -0.9755
H 3.1494 -3.1754 -1.2903
H 4.0306 -2.9747 -2.5517
O 3.8839 -3.5438 -1.7969
H -0.1841 -3.3372 -2.5520
H -0.6876 -2.9035 -3.8857
O -0.1606 -3.6094 -3.5055
H 3.5072 0.9085 2.9537
H 2.3282 1.7854 2.2811
O 2.5718 1.1253 2.9483
H 1.1420 0.2358 3.6559
H 1.4949 -0.8173 4.8045
O 0.8093 -0.4650 4.2356
```

- ΔE to the lowest compared entry with this formula, charge and spin: 377.2 kJ/mol
- Kohn-Sham gap: 0.350 hartree
- Charge: +1
- Strongest force on any atom: 3.2 eV/Å